<A>
The following is a DFT calculation (ωB97M-V with the def2-TZVPD basis set) of a cluster of 2 separate species, C4H6N2O2 in total.

Geometry (Å):
C (-1.480, -0.101, -1.476)
N (-0.672, 1.011, -1.211)
C (-0.147, 1.553, -0.271)
O (0.282, 2.336, 0.478)
H (-1.008, -0.818, -2.086)
H (-1.790, -0.679, -0.596)
H (-2.317, 0.352, -1.967)
N (0.124, -0.368, 2.630)
C (0.625, -0.246, 1.538)
C (1.400, -0.249, 0.510)
O (1.356, -1.246, -0.549)
H (-0.599, 0.186, 2.924)
H (2.293, 0.378, 0.448)
H (1.933, -2.109, -0.370)

Results
* frontier orbital gap: 9.332 eV
* highest occupied orbital energy: -0.3284 hartree
* SMILES string: CN=C=O.N=C=CO

<B>
The following is a DFT calculation (ωB97M-V with the def2-TZVPD basis set) of the molecule C4H6N2O2.

Geometry (Å):
C (-2.590, -0.649, -0.590)
N (-1.678, -0.303, 0.222)
N (-0.499, -0.057, -0.248)
C (-0.037, 1.469, 0.288)
C (0.620, 0.060, 0.744)
C (1.806, -0.225, -0.203)
O (2.417, 0.668, -0.866)
O (2.221, -1.467, 0.186)
H (-1.994, -0.973, -1.666)
H (-3.688, -0.919, -0.257)
H (-0.611, 1.934, 1.254)
H (0.283, 2.033, -0.831)
H (0.605, -0.275, 2.000)
H (3.143, -1.296, -0.033)

Results
* frontier orbital gap: 9.347 eV
* highest occupied orbital energy: -0.3210 hartree
* SMILES string: C=NN1C[C@@H]1C(=O)O

Q: Which of them is the most stable? A: <A>.

<A>
The following is a DFT calculation (ωB97M-V with the def2-TZVPD basis set) of the molecule C8H14N2.

Geometry (Å):
C (-0.442, 3.438, 0.355)
C (-0.326, 2.043, 0.845)
C (-1.543, 1.518, 1.400)
N (-2.526, 0.968, 1.616)
C (-0.413, 0.983, -0.702)
N (-0.121, -0.133, -1.258)
C (0.386, -1.301, -0.561)
C (1.470, -0.925, 0.370)
C (-0.687, -1.988, 0.331)
C (0.774, -2.439, -1.562)
H (0.565, 3.975, 0.141)
H (-0.934, 3.975, 1.081)
H (-1.140, 3.705, -0.485)
H (0.529, 1.801, 1.416)
H (-0.907, 1.785, -1.284)
H (1.854, -1.685, 1.055)
H (2.431, -0.589, -0.093)
H (1.191, -0.143, 1.003)
H (-1.221, -1.374, 1.020)
H (-0.217, -2.885, 0.911)
H (-1.393, -2.525, -0.332)
H (-0.116, -2.929, -1.764)
H (1.335, -2.129, -2.395)
H (1.450, -3.147, -1.108)

Results
* frontier orbital gap: 9.941 eV
* highest occupied orbital energy: -0.3369 hartree
* SMILES string: C[C@@H](C#N)/C=N\C(C)(C)C

<B>
The following is a DFT calculation (ωB97M-V with the def2-TZVPD basis set) of the molecule C8H14N2.

Geometry (Å):
C (1.788, 1.131, -0.768)
C (-1.232, 1.164, 1.524)
C (-0.919, -0.836, -0.210)
C (0.408, -1.087, -0.453)
C (0.918, 0.245, 0.098)
C (-0.773, 0.610, 0.188)
N (-2.043, -1.622, -0.199)
N (1.066, -2.177, -0.997)
C (1.461, -0.195, 1.346)
C (-1.243, 1.233, -1.027)
H (-2.072, -2.370, -0.877)
H (2.040, -2.003, -1.199)
H (-2.918, -1.130, -0.104)
H (0.953, -3.051, -0.500)
H (2.809, 0.742, -0.803)
H (1.410, 1.187, -1.787)
H (1.837, 2.139, -0.352)
H (-0.957, 2.219, 1.584)
H (-2.320, 1.103, 1.611)
H (-0.779, 0.640, 2.368)
H (2.529, -0.177, 1.525)
H (-2.068, 0.818, -1.587)
H (0.845, -0.661, 2.098)
H (-0.737, 2.074, -1.479)

Results
* frontier orbital gap (spin up / spin down): 7.408 / 7.220 eV
* highest occupied orbital energy (spin up / spin down): -0.2505 / -0.2459 hartree

Q: Which of them is the most stable? A: <A>.

<A>
The following is a DFT calculation (ωB97M-V with the def2-TZVPD basis set) of the molecule H2N2O2.

Geometry (Å):
H (-0.668, 0.610, 1.534)
N (0.072, 0.181, 1.009)
N (-0.192, 0.260, -0.164)
O (-1.076, 0.706, -0.802)
O (0.763, -0.430, -0.972)
H (1.100, -1.327, -0.606)

Results
* frontier orbital gap: 11.609 eV
* highest occupied orbital energy: -0.4055 hartree
* SMILES string: [H]/N=[N+](\[O-])O

<B>
The following is a DFT calculation (ωB97M-V with the def2-TZVPD basis set) of the molecule H2N2O2.

Geometry (Å):
N (0.196, -0.267, -0.942)
O (-0.551, 0.257, 0.264)
N (0.448, 0.179, 1.215)
O (0.257, 0.864, 2.154)
H (-0.038, -1.268, -0.998)
H (-0.313, 0.236, -1.692)

Results
* frontier orbital gap: 10.822 eV
* highest occupied orbital energy: -0.3827 hartree
* SMILES string: NON=O

Q: Which of them is the most stable? A: <A>.

<A>
The following is a DFT calculation (ωB97M-V with the def2-TZVPD basis set) of a structure of composition C23H49N2OP3RuS.

Geometry (Å):
Ru (0.088, 0.340, -0.782)
P (1.727, 1.192, 0.511)
P (-1.572, 1.697, -0.068)
P (0.656, 1.043, -2.770)
H (-1.117, -2.071, -0.561)
C (-0.342, -1.760, -1.260)
C (0.991, -1.655, -0.733)
H (1.125, -1.943, 0.310)
C (1.858, 0.602, 2.232)
C (1.815, 2.997, 0.801)
C (3.414, 0.876, -0.109)
C (-3.188, 1.088, -0.642)
C (-1.775, 1.888, 1.739)
C (-1.538, 3.433, -0.625)
C (1.873, -0.099, -3.513)
C (1.366, 2.708, -2.893)
C (-0.930, 1.148, -3.688)
H (-0.490, -1.998, -2.317)
H (1.850, -1.805, -1.386)
H (2.271, -0.412, 2.254)
H (0.878, 0.571, 2.713)
H (2.517, 1.250, 2.825)
H (0.968, 3.351, 1.394)
H (1.842, 3.557, -0.136)
H (2.732, 3.231, 1.358)
H (3.590, -0.201, -0.166)
H (4.154, 1.311, 0.576)
H (3.568, 1.311, -1.100)
H (-3.952, 1.857, -0.466)
H (-3.462, 0.175, -0.100)
H (-3.148, 0.855, -1.712)
H (-2.716, 2.414, 1.942)
H (-0.946, 2.473, 2.164)
H (-1.795, 0.910, 2.236)
H (-2.452, 3.922, -0.261)
H (-1.512, 3.499, -1.718)
H (-0.667, 3.954, -0.212)
H (2.144, 0.245, -4.518)
H (1.470, -1.121, -3.583)
H (2.769, -0.129, -2.878)
H (1.471, 2.969, -3.952)
H (2.353, 2.727, -2.416)
H (0.714, 3.442, -2.405)
H (-0.727, 1.306, -4.756)
H (-1.558, 1.962, -3.294)
H (-1.486, 0.209, -3.542)
C (-0.551, -2.764, -6.600)
C (-1.691, -2.841, -7.421)
C (-1.977, -4.021, -8.112)
C (-1.113, -5.118, -8.032)
C (0.066, -5.008, -7.288)
C (0.366, -3.834, -6.592)
S (-0.250, -1.294, -5.708)
H (-1.076, -1.495, -4.595)
H (-2.321, -1.958, -7.520)
H (-2.873, -4.077, -8.726)
H (-1.342, -6.040, -8.578)
H (0.766, -5.839, -7.263)
H (1.306, -3.715, -6.060)
C (-3.285, -1.499, 2.059)
N (-2.550, -1.729, 3.274)
C (-3.276, -1.768, 4.519)
C (-2.532, -2.614, 5.534)
C (-1.068, -2.231, 5.630)
N (-0.485, -2.180, 4.299)
C (0.957, -2.273, 4.185)
C (-1.185, -1.857, 3.168)
O (-0.596, -1.688, 2.073)
H (-3.763, -0.513, 2.035)
H (-4.067, -2.259, 1.955)
H (-2.594, -1.574, 1.217)
H (-3.424, -0.750, 4.924)
H (-4.260, -2.210, 4.335)
H (-2.602, -3.680, 5.256)
H (-3.004, -2.477, 6.516)
H (-0.552, -3.014, 6.202)
H (-0.935, -1.264, 6.153)
H (1.460, -1.323, 4.409)
H (1.319, -3.033, 4.879)
H (1.215, -2.553, 3.164)

Results
* frontier orbital gap (spin up / spin down): 5.581 / 3.770 eV
* spin multiplicity: 6
* net charge: +3
* highest occupied orbital energy (spin up / spin down): -0.4877 / -0.5758 hartree

<B>
The following is a DFT calculation (ωB97M-V with the def2-TZVPD basis set) of a structure of composition C23H49N2OP3RuS.

Geometry (Å):
Ru (0.462, -0.109, -0.854)
P (-0.650, -0.503, -2.752)
P (1.059, -2.216, -0.382)
P (2.250, 0.854, -1.630)
H (-0.457, 0.679, 1.571)
C (0.006, 1.281, 0.780)
C (-0.808, 1.626, -0.353)
H (-1.853, 1.296, -0.338)
C (-2.371, -1.048, -2.482)
C (-0.042, -1.786, -3.913)
C (-0.840, 0.947, -3.848)
C (1.701, -2.370, 1.313)
C (-0.285, -3.446, -0.474)
C (2.346, -2.957, -1.444)
C (1.999, 2.630, -1.927)
C (2.974, 0.307, -3.212)
C (3.613, 0.490, -0.474)
H (0.832, 1.926, 1.087)
H (-0.598, 2.521, -0.945)
H (-2.983, -0.201, -2.150)
H (-2.406, -1.807, -1.691)
H (-2.798, -1.466, -3.405)
H (-0.086, -2.786, -3.465)
H (0.992, -1.581, -4.216)
H (-0.676, -1.782, -4.812)
H (-1.359, 1.748, -3.308)
H (-1.434, 0.669, -4.731)
H (0.135, 1.323, -4.182)
H (2.165, -3.358, 1.450)
H (0.892, -2.246, 2.044)
H (2.450, -1.589, 1.489)
H (0.046, -4.392, -0.021)
H (-0.573, -3.636, -1.515)
H (-1.167, -3.077, 0.066)
H (2.593, -3.956, -1.059)
H (3.255, -2.345, -1.445)
H (1.979, -3.053, -2.474)
H (2.933, 3.081, -2.283)
H (1.685, 3.148, -1.012)
H (1.221, 2.768, -2.689)
H (3.924, 0.842, -3.350)
H (2.311, 0.546, -4.052)
H (3.174, -0.771, -3.188)
H (4.469, 1.143, -0.682)
H (3.920, -0.555, -0.595)
H (3.297, 0.637, 0.565)
C (3.780, 4.766, 1.874)
C (4.811, 4.677, 2.826)
C (4.965, 5.691, 3.773)
C (4.125, 6.813, 3.748)
C (3.167, 6.941, 2.735)
C (3.005, 5.935, 1.786)
S (3.458, 3.427, 0.822)
H (2.318, 2.941, 1.386)
H (5.437, 3.786, 2.831)
H (5.730, 5.593, 4.545)
H (4.213, 7.580, 4.524)
H (2.530, 7.825, 2.698)
H (2.260, 6.001, 0.997)
C (-1.734, -2.376, 2.799)
N (-3.091, -2.485, 2.330)
C (-3.886, -3.575, 2.831)
C (-5.347, -3.223, 2.702)
C (-5.690, -2.801, 1.291)
N (-4.786, -1.751, 0.887)
C (-5.188, -0.908, -0.210)
C (-3.492, -1.641, 1.322)
O (-2.713, -0.805, 0.812)
H (-1.133, -3.244, 2.492)
H (-1.717, -2.332, 3.895)
H (-1.291, -1.466, 2.387)
H (-3.651, -4.511, 2.296)
H (-3.613, -3.713, 3.879)
H (-5.563, -2.388, 3.383)
H (-5.970, -4.073, 2.993)
H (-6.703, -2.383, 1.235)
H (-5.642, -3.664, 0.598)
H (-4.971, -1.372, -1.181)
H (-6.265, -0.729, -0.145)
H (-4.652, 0.040, -0.153)

Results
* frontier orbital gap (spin up / spin down): 5.766 / 4.011 eV
* spin multiplicity: 6
* net charge: +3
* highest occupied orbital energy (spin up / spin down): -0.4893 / -0.5807 hartree

Q: Which of them is the most stable? A: <B>.

<A>
The following is a DFT calculation (ωB97M-V with the def2-TZVPD basis set) of a cluster of 2 separate species, C12H17N in total.

Geometry (Å):
C (0.977, 2.531, -1.804)
C (-0.091, 2.136, -0.838)
C (-0.307, 2.852, 0.290)
N (-1.365, 2.319, 1.004)
C (-1.892, 1.280, 0.273)
C (-2.877, 0.351, 0.613)
C (-3.225, -0.577, -0.349)
C (-2.589, -0.643, -1.584)
C (-1.475, 0.158, -1.817)
C (-1.121, 1.128, -0.889)
H (0.691, 3.374, -2.436)
H (1.282, 1.767, -2.524)
H (1.857, 2.881, -1.265)
H (0.212, 3.716, 0.677)
H (-1.870, 2.823, 1.709)
H (-3.465, 0.425, 1.514)
H (-4.005, -1.278, -0.045)
H (-2.881, -1.366, -2.334)
H (-0.930, -0.017, -2.733)
C (2.904, -1.589, 0.283)
C (1.794, -2.539, 0.745)
C (1.471, -2.447, 2.251)
H (2.499, -0.689, -0.180)
H (3.630, -2.104, -0.340)
H (3.556, -1.304, 1.110)
H (0.872, -2.293, 0.219)
H (2.026, -3.573, 0.505)
H (1.245, -3.423, 2.686)
H (2.384, -2.171, 2.786)
H (0.692, -1.729, 2.471)

Results
* frontier orbital gap: 8.732 eV
* highest occupied orbital energy: -0.2877 hartree
* SMILES string: Cc1c[nH]c2ccccc12.CCC

<B>
The following is a DFT calculation (ωB97M-V with the def2-TZVPD basis set) of a cluster of 2 separate species, C12H17N in total.

Geometry (Å):
C (-2.544, 1.200, -1.736)
C (-1.727, 1.250, -0.554)
C (-0.792, 2.227, -0.166)
N (-0.229, 1.878, 1.084)
C (-0.746, 0.616, 1.482)
C (-0.610, -0.074, 2.678)
C (-1.401, -1.134, 2.877)
C (-2.313, -1.553, 1.858)
C (-2.522, -0.874, 0.630)
C (-1.641, 0.266, 0.426)
H (-3.567, 0.999, -1.504)
H (-2.257, 0.390, -2.432)
H (-2.472, 1.967, -2.372)
H (-0.615, 3.110, -0.796)
H (0.188, 2.525, 1.693)
H (0.352, 0.219, 3.214)
H (-1.462, -1.852, 3.688)
H (-2.734, -2.597, 1.937)
H (-3.344, -0.986, -0.030)
C (3.079, -1.979, -1.026)
C (2.275, -0.706, -0.669)
C (2.753, 0.516, -1.483)
H (2.999, -2.697, -0.288)
H (2.743, -2.436, -2.018)
H (4.135, -1.854, -1.181)
H (2.416, -0.296, 0.430)
H (1.120, -0.986, -0.733)
H (3.094, 1.394, -0.715)
H (2.185, 1.082, -2.274)
H (3.636, 0.385, -2.018)

Results
* frontier orbital gap: 8.649 eV
* highest occupied orbital energy: -0.2848 hartree
* SMILES string: Cc1c[nH]c2ccccc12.CCC

Q: Which of them is the most stable? A: <A>.